# 1
{"formula": "C9H12N2", "method": "the ωB97M-V functional and the def2-TZVPD basis", "species": ["N", "N", "C", "C", "C", "C", "C", "C", "C", "C", "C", "H", "H", "H", "H", "H", "H", "H", "H", "H", "H", "H", "H"], "xyz": [[-1.537296, 0.941830, -0.404756], [-1.231558, -1.422945, -0.175597], [1.493824, 1.100626, -0.430474], [2.827637, -1.188895, 0.370752], [1.545889, -1.263655, 0.349507], [-0.740818, -0.312140, -0.186609], [-2.669812, -1.574706, -0.385241], [2.832560, 1.062336, -0.394887], [-2.419434, 1.301890, 0.699058], [3.686303, -0.227076, 0.026899], [0.887310, -0.132803, -0.167892], [-2.682409, -2.689838, -1.081797], [-2.070347, 1.724671, 1.712760], [0.988899, -2.268067, 0.330075], [-3.270219, 1.029127, 1.006178], [0.980972, 1.702719, -0.786945], [-2.680315, 2.720903, 0.420038], [4.750803, -0.039367, 0.103320], [3.509165, -1.873384, 0.723183], [-0.945755, 1.903686, -0.482189], [-3.188847, -0.737199, -0.900791], [3.178610, 1.884557, -0.685713], [-3.245170, -1.642267, 0.341110]], "forces_ev_per_angstrom": [[2.0, 1.4, 1.2], [-2.2, -2.4, 0.6], [6.7, -12.8, 5.5], [7.3, -1.0, 1.0], [-6.9, -0.4, -2.5], [3.2, 5.2, -1.1], [4.8, -2.2, -9.3], [1.2, -7.9, 2.7], [5.8, 9.5, -0.5], [-4.0, 8.3, -2.2], [-4.0, -1.7, 1.8], [-0.6, 3.5, 2.1], [1.2, -1.4, -1.2], [0.7, 1.8, 0.7], [-6.8, -3.6, 0.6], [-7.9, 10.8, -5.6], [0.1, -4.0, 0.4], [-0.2, -0.9, 0.1], [0.3, -3.3, 1.1], [-1.4, -3.7, 0.0], [0.9, -0.4, -0.7], [4.2, 6.6, -2.3], [-4.5, -1.5, 7.5]], "total_charge": 0, "e_lumo_ev": 0.64, "homo_ev": -8.81}

---

# 2
{"formula": "C9H12N2", "method": "the ωB97M-V functional and the def2-TZVPD basis", "species": ["N", "N", "C", "C", "C", "C", "C", "C", "C", "C", "C", "H", "H", "H", "H", "H", "H", "H", "H", "H", "H", "H", "H"], "xyz": [[-1.142510, -0.185785, -1.096561], [-2.466513, 0.133917, 2.859772], [-0.393563, -0.235488, -0.007813], [0.595034, -1.278003, 0.300484], [-0.045060, 1.856909, -0.953748], [1.766364, -0.686625, 0.709577], [1.655646, 0.868585, 0.757058], [-1.352776, 1.240817, -1.568869], [0.193111, 1.054321, 0.328661], [0.424299, -2.740698, 0.175581], [-1.966710, -0.135615, 1.865973], [-0.594191, -2.918479, -0.258327], [0.427278, -3.219254, 1.127533], [2.641085, -1.181331, 0.744363], [-2.199209, 1.673512, -1.183598], [-1.447918, 1.184817, -2.633297], [2.454823, 1.429920, 0.241962], [-1.688017, -0.960976, -1.381479], [-0.376345, 1.498762, 1.053138], [-0.160084, 2.859533, -0.792890], [1.254600, -3.251254, -0.332629], [0.832164, 1.688133, -1.714977], [1.588494, 1.304281, 1.760084]], "forces_ev_per_angstrom": [[0.0, 1.5, 0.5], [-0.9, 0.5, 1.7], [0.3, -1.2, 0.1], [1.8, 0.5, 1.4], [1.0, -2.7, -2.9], [-4.5, 2.9, -1.3], [-0.8, -1.0, 1.0], [3.0, -2.3, 0.5], [1.5, 1.3, -2.8], [-1.1, -0.3, -0.9], [1.5, -0.9, -2.4], [1.1, -0.4, 0.0], [-0.3, -0.1, 1.0], [2.9, -1.7, 0.5], [-2.2, 0.9, 1.2], [0.3, 0.3, -0.7], [-0.6, -0.4, -0.2], [-0.5, -0.6, -0.4], [-1.2, 1.0, 2.0], [-0.1, 2.7, 0.4], [-0.5, 0.4, -0.5], [-1.5, 0.3, 1.4], [0.9, -0.6, 0.3]], "total_charge": 0, "e_lumo_ev": -0.19, "homo_ev": -8.83}

---

# 3
{"formula": "C9H12N2O", "method": "the ωB97M-V functional and the def2-TZVPD basis", "species": ["O", "N", "N", "C", "C", "C", "C", "C", "C", "C", "C", "C", "H", "H", "H", "H", "H", "H", "H", "H", "H", "H", "H", "H"], "xyz": [[-3.607068, 1.953567, -1.126600], [-1.228227, 2.009194, 0.167784], [-2.869710, 0.964872, -1.230664], [-0.064742, 1.933656, 0.796816], [-0.862419, -0.237648, -0.638539], [1.981011, 0.696742, 1.666646], [0.306125, -0.341155, 0.121495], [-1.170371, -1.458503, -1.525291], [0.734345, 0.761459, 0.837780], [-1.637459, 0.950155, -0.568075], [-1.951192, -2.570507, -0.814795], [3.180186, 0.989214, 0.771348], [-2.006039, -3.454463, -1.442141], [-2.975112, -2.264376, -0.614907], [3.050884, 1.957326, 0.329663], [3.296568, 0.289988, -0.032950], [-1.464484, -2.776025, 0.114333], [0.268411, 2.769869, 1.391845], [1.937903, 1.380582, 2.508478], [2.038934, -0.294129, 2.138860], [4.105164, 1.007646, 1.352072], [-0.212878, -1.889564, -1.897239], [0.895322, -1.246593, 0.088620], [-1.745153, -1.131308, -2.394540]], "forces_ev_per_angstrom": [[2.0, -1.8, 0.2], [0.3, -0.2, -0.3], [-2.4, 1.1, -0.9], [-0.3, -1.1, -0.2], [-0.4, -0.8, -0.8], [0.0, -0.5, -0.1], [-0.4, 1.2, -0.2], [-0.2, 0.4, -0.3], [-0.6, 0.1, 0.4], [2.0, 0.2, 1.6], [-0.2, 0.7, -0.5], [0.4, 0.1, 1.0], [0.2, -0.2, 0.0], [-0.1, 0.1, 0.1], [0.0, 0.6, -0.3], [-0.1, -0.5, -0.4], [0.2, -0.5, 0.7], [-0.1, 0.4, 0.0], [0.0, 0.4, 0.0], [0.1, 0.1, -0.3], [0.0, 0.0, -0.1], [-0.5, 0.5, 0.3], [0.0, -0.1, 0.1], [0.1, 0.0, 0.0]], "smiles": "CCc1cnc(N=O)c(CC)c1", "total_charge": 0, "e_lumo_ev": -0.90, "homo_ev": -8.94}

---

# 4
{"formula": "C9H12N2O4SV", "method": "the ωB97M-V functional and the def2-TZVPD basis", "species": ["V", "S", "O", "O", "O", "O", "N", "N", "C", "C", "C", "C", "C", "C", "C", "C", "C", "H", "H", "H", "H", "H", "H", "H", "H", "H", "H", "H", "H"], "xyz": [[-0.031614, 0.687275, 1.134864], [0.043951, -1.694505, 1.020345], [-0.031035, 2.929889, -0.937389], [-2.964007, 0.169536, 0.259153], [2.926402, 0.295069, 0.262713], [-0.125490, 2.399757, 3.668073], [1.364052, -1.634180, 3.362582], [-0.985469, -1.431428, 3.453080], [1.716087, -0.676726, 4.424391], [0.014047, -1.390417, -3.411373], [-0.088054, 1.692188, 2.732063], [0.015826, -2.530980, -2.712049], [-1.873108, 0.331898, 0.632054], [0.154878, -1.562997, 2.745533], [1.830563, 0.417899, 0.643551], [-1.118098, -1.874426, 4.849667], [-0.035673, 2.094027, -0.116825], [2.124817, -1.765702, 2.689743], [-1.413819, -1.025219, 5.482378], [-0.903471, -3.061447, -2.440452], [2.277573, -1.200872, 5.203951], [0.820190, -0.239443, 4.863003], [-0.921883, -0.854221, -3.623059], [-0.180991, -2.294194, 5.226404], [0.947052, -0.843886, -3.610449], [-1.842725, -1.540891, 2.900427], [2.327679, 0.141203, 4.025475], [0.937631, -3.049202, -2.424949], [-1.892010, -2.652304, 4.926194]], "forces_ev_per_angstrom": [[0.2, -4.5, 0.1], [-0.1, -0.6, -0.7], [0.0, -4.1, 4.0], [4.9, 0.5, 1.7], [-5.0, 0.3, 1.7], [0.2, -3.7, -4.4], [-0.7, 1.0, -1.4], [0.5, -0.8, -0.7], [0.2, -0.1, 0.9], [0.0, 0.5, 1.1], [-0.3, 6.0, 6.8], [0.0, -0.1, -0.1], [-7.8, -0.5, -2.2], [0.1, -0.2, 1.3], [7.7, -0.2, -2.1], [-0.2, 0.1, 0.8], [0.0, 6.8, -5.8], [-0.3, -0.3, 0.4], [0.1, -0.3, -0.1], [0.2, 0.3, -0.2], [-0.1, 0.2, -0.1], [0.1, -0.1, 0.0], [0.4, -0.4, -0.2], [-0.2, 0.1, -0.2], [-0.4, -0.4, -0.2], [0.5, 0.2, 0.2], [0.0, -0.3, 0.0], [-0.2, 0.3, -0.2], [0.2, 0.3, -0.2]], "total_charge": 2, "spin_multiplicity": 4, "e_lumo_ev": [-10.22, -10.36], "homo_ev": [-15.34, -15.33], "s_squared": 3.778}

---

# 5
{"formula": "C9H12N2OS5Zn", "method": "the ωB97M-V functional and the def2-TZVPD basis", "species": ["Zn", "S", "S", "S", "S", "S", "O", "N", "N", "C", "C", "C", "C", "C", "C", "C", "C", "C", "H", "H", "H", "H", "H", "H", "H", "H", "H", "H", "H", "H"], "xyz": [[1.743853, -1.060953, 1.262263], [0.682353, -0.907653, 3.409763], [-1.849547, -2.395353, 3.456563], [-0.184047, 1.371847, 1.457263], [-0.020447, -2.713653, 1.177663], [3.350453, 0.598047, -0.130837], [0.452553, 0.421347, 0.482363], [2.444553, -0.242053, -2.460037], [2.537853, -1.801153, -0.709637], [-2.258847, 2.313747, -0.006137], [-0.426447, -2.038153, 2.698363], [2.744253, -0.550953, -1.156237], [-0.849147, 2.720147, 0.378463], [1.885353, -1.151453, -3.291337], [2.079853, -2.722053, -1.528537], [-1.865647, 0.686947, 1.743263], [-2.859247, 1.723447, 1.263263], [1.712653, -2.434753, -2.854237], [-1.966247, 0.438847, 2.796763], [-2.225047, 1.553947, -0.788737], [-3.837147, 1.276947, 1.088263], [-0.170747, 2.844147, -0.461337], [-0.852747, 3.619547, 0.991463], [-1.903547, -0.228753, 1.153763], [2.602153, 0.714447, -2.750137], [1.959753, -3.709753, -1.110837], [1.284053, -3.189653, -3.487437], [1.593353, -0.806353, -4.269637], [-2.966447, 2.505647, 2.016563], [-2.837747, 3.163647, -0.370937]], "forces_ev_per_angstrom": [[-1.0, -0.2, 0.7], [0.9, 0.1, -0.2], [-0.2, -0.1, 0.2], [-1.0, 0.7, 0.2], [0.7, -0.1, -0.6], [0.3, 0.2, 0.3], [0.5, -0.4, -0.9], [-0.3, -0.5, -0.2], [-0.2, -0.8, -0.3], [-0.2, 0.1, 0.0], [-0.5, -0.2, 0.5], [0.6, 1.0, -0.2], [0.1, -0.4, 0.2], [0.1, -0.2, 0.4], [-0.1, 0.4, 0.1], [0.2, 0.3, 0.3], [0.0, 0.0, -0.2], [0.1, 0.2, -0.2], [0.1, -0.1, 0.0], [0.0, 0.0, 0.0], [0.0, 0.0, 0.1], [0.2, 0.0, 0.1], [0.0, 0.1, 0.0], [0.2, -0.1, 0.0], [-0.1, -0.1, 0.1], [-0.1, -0.1, 0.1], [0.0, -0.1, -0.1], [0.0, 0.0, -0.1], [-0.1, 0.1, 0.0], [0.0, 0.0, -0.1]], "total_charge": 0, "e_lumo_ev": -1.47, "homo_ev": -6.55}

---

# 6
{"formula": "C9H12N2S2", "method": "the ωB97M-V functional and the def2-TZVPD basis", "species": ["S", "S", "N", "N", "C", "C", "C", "C", "C", "C", "C", "C", "C", "H", "H", "H", "H", "H", "H", "H", "H", "H", "H", "H", "H"], "xyz": [[1.429116, 0.838018, -1.876084], [1.457014, -1.324059, 0.103442], [-1.448380, -1.057810, -0.347397], [-1.772255, -1.210395, 1.047232], [1.589132, -1.942923, -1.650121], [0.997556, 1.962528, 1.998059], [-1.499061, 1.156461, 0.710355], [-0.974063, 0.264211, -0.530802], [0.688077, 0.258012, -0.377151], [-0.224495, 1.559552, 1.295131], [2.174038, -0.773291, -2.389486], [-2.129921, 0.068159, 1.666913], [0.898223, 1.264579, 0.665142], [0.536509, -2.135122, -1.963031], [-2.098680, -1.182270, -1.072742], [-1.791067, 0.380266, 2.657996], [1.287346, 3.119793, 1.824594], [-2.340058, 1.852961, 0.419341], [2.205037, -2.880457, -1.440805], [3.112860, -0.476382, -2.069930], [-3.244423, 0.150699, 1.576531], [-0.956716, -1.473711, 1.593852], [2.052704, -0.604654, -3.428085], [-1.338891, 0.619915, -1.409772], [1.390399, 1.565920, 2.996819]], "forces_ev_per_angstrom": [[-0.2, -0.2, -0.8], [-0.3, 0.3, -0.7], [1.4, 0.8, 1.8], [-0.1, -0.9, 0.9], [-0.7, -0.3, 1.5], [1.7, 3.2, 0.7], [-1.3, -1.7, -0.2], [2.3, -0.3, 3.8], [-0.8, 0.3, -0.2], [1.2, 1.4, -1.4], [-0.9, 1.2, 0.4], [-2.0, 1.6, -2.6], [-2.1, -0.4, 2.1], [0.9, -0.3, 0.1], [-2.1, -1.2, 0.2], [0.0, -1.3, 0.1], [-0.3, -2.5, 1.0], [1.5, -0.1, 0.3], [-0.7, 1.2, -1.1], [2.4, -0.7, 0.2], [0.8, 0.1, 0.5], [0.4, -0.8, -1.1], [0.1, -1.1, -1.3], [-0.3, 1.2, -2.8], [-0.7, 0.2, -1.5]], "smiles": "C1CSC2(S1)C1=C(C1)[C@@H]1CNN[C@@H]12", "total_charge": 0, "e_lumo_ev": 0.65, "homo_ev": -8.15}

---

# 7
{"formula": "C9H12N3O", "method": "the ωB97M-V functional and the def2-TZVPD basis", "species": ["O", "N", "N", "N", "C", "C", "C", "C", "C", "C", "C", "C", "C", "H", "H", "H", "H", "H", "H", "H", "H", "H", "H", "H", "H"], "xyz": [[0.917333, 1.694882, 0.807746], [1.250183, 0.823131, -0.192585], [-2.434009, 0.362545, -0.511457], [-1.329936, 0.317526, -2.583888], [0.000150, -0.005473, -2.181358], [-2.385704, 0.332809, -1.821745], [-0.478260, -1.288638, 1.956334], [0.061537, -0.005229, -0.605702], [-1.320974, -0.336143, 1.386781], [1.806353, 1.717175, 1.927864], [0.704563, -1.337687, -0.078666], [-1.249259, 0.146959, 0.104519], [0.562599, -1.827776, 1.169573], [-0.659510, -1.670979, 2.926246], [2.166236, 0.238648, -0.078774], [1.319086, 2.242001, 2.675393], [-1.447584, 0.309579, -3.608212], [1.996529, 0.685323, 2.043570], [1.286870, -1.777715, -0.882647], [1.200412, -2.747482, 1.487557], [0.679607, 0.720884, -2.463375], [0.265577, -0.941131, -2.661136], [-3.383072, 0.482102, -2.401084], [-2.302284, -0.294605, 1.747946], [2.773555, 2.159294, 1.837103]], "forces_ev_per_angstrom": [[0.2, 1.1, 0.3], [1.0, -0.4, -1.3], [1.0, -0.2, 0.2], [0.3, -0.4, -2.3], [-1.2, -0.9, 2.5], [-2.8, 1.7, -1.2], [0.0, 1.5, -1.3], [1.4, -2.6, -0.2], [0.4, -1.1, 1.4], [0.4, -1.2, -1.6], [-0.5, 0.5, -1.0], [0.2, -0.5, -1.1], [1.4, -2.0, -0.2], [-0.4, -0.3, 0.8], [-2.1, 1.4, 0.3], [-1.2, 0.5, 1.6], [-0.3, 0.1, 0.9], [0.2, -1.2, 1.5], [0.6, -0.1, 0.5], [-1.4, 1.8, -0.5], [1.4, 1.7, -0.9], [0.2, -0.4, 0.3], [1.8, -0.4, 1.2], [-1.2, 0.5, 1.1], [0.7, 0.8, -1.1]], "smiles": "CON[C@@]12C=CC=CC1=[N+]=CNC2", "total_charge": 1, "e_lumo_ev": [-5.54, -5.54], "homo_ev": [-12.02, -12.01]}

---

# 8
{"formula": "C9H12N4", "method": "the ωB97M-V functional and the def2-TZVPD basis", "species": ["N", "N", "N", "N", "C", "C", "C", "C", "C", "C", "C", "C", "C", "H", "H", "H", "H", "H", "H", "H", "H", "H", "H", "H", "H"], "xyz": [[-2.495005, 0.001345, -0.650680], [0.810254, 0.169731, 0.372687], [-0.475919, -0.111030, 0.073702], [-1.125821, -1.138208, 0.623609], [1.814652, -0.669767, 0.477263], [1.120853, 1.946157, 0.913567], [3.090418, -0.187762, 0.901224], [2.368155, 2.127379, 1.262554], [3.361137, 1.092861, 1.262075], [-3.707687, 0.411955, -1.302596], [-2.340847, -1.067703, 0.182918], [1.661311, -2.091003, 0.122453], [-1.305334, 0.595593, -0.709932], [3.883209, -0.920914, 0.942554], [-3.113444, -1.767208, 0.447864], [2.659330, 3.129081, 1.580842], [4.359914, 1.356388, 1.579405], [-1.044377, 1.453518, -1.303001], [0.199037, 2.476831, 0.838541], [0.746124, -2.519735, 0.531237], [-3.486344, 0.887121, -2.257116], [-4.252715, 1.125710, -0.678288], [1.613125, -2.199129, -0.965514], [-4.349712, -0.452265, -1.471648], [2.513576, -2.672886, 0.463995]], "forces_ev_per_angstrom": [[1.2, -0.1, 0.4], [1.8, 5.2, 1.7], [-1.4, -0.1, -0.9], [0.1, -0.7, 0.9], [-0.4, -0.3, -0.3], [-0.6, -4.1, -1.1], [0.2, 0.6, 0.2], [0.2, 0.4, 0.1], [-0.2, -0.7, -0.2], [-1.3, 0.6, -0.5], [0.2, -0.1, 0.1], [-0.2, -0.7, -0.1], [0.3, -0.1, -0.1], [0.0, 0.0, 0.0], [-0.2, 0.0, 0.0], [-0.2, -0.1, 0.0], [0.1, 0.0, 0.0], [0.0, 0.1, -0.1], [-0.3, 0.2, 0.0], [0.2, 0.0, 0.0], [0.1, -0.1, 0.0], [0.1, -0.1, 0.0], [0.0, 0.1, -0.1], [0.2, 0.0, 0.0], [0.0, 0.1, 0.0]], "total_charge": 2, "e_lumo_ev": -8.73, "homo_ev": -17.99}

---

# 9
{"formula": "C9H12N4S2", "method": "the ωB97M-V functional and the def2-TZVPD basis", "species": ["S", "S", "N", "N", "N", "N", "C", "C", "C", "C", "C", "C", "C", "C", "C", "H", "H", "H", "H", "H", "H", "H", "H", "H", "H", "H", "H"], "xyz": [[-0.862242, -0.245892, -2.846252], [0.184235, -2.661968, 1.179678], [1.168057, 0.257689, -0.845192], [-2.123985, 0.169601, -0.268762], [1.379333, 0.441024, 0.475942], [-1.164735, -0.762377, -0.290550], [-1.888023, -0.738838, 1.791814], [-0.967592, -1.294420, 0.982394], [1.159627, -2.197194, 2.550720], [-0.357665, -0.928629, -1.384480], [2.587442, 1.881795, -0.755371], [2.233800, 1.407176, 0.525828], [1.756766, 1.193358, -1.590101], [-1.668146, 1.347450, -2.445247], [-2.571300, 0.218046, 0.972986], [0.110557, -1.925437, -1.511982], [1.623514, -1.269469, 2.307473], [1.966907, -3.040775, 2.588304], [-2.549482, 1.087893, -1.832907], [2.916930, 2.821736, -1.051475], [-1.996348, -0.899531, 2.907521], [-3.249413, 0.919857, 1.176447], [-1.086724, 1.880459, -1.674863], [0.696056, -2.538587, 3.544309], [2.680088, 1.823473, 1.505678], [1.888091, 1.183784, -2.674340], [-1.865749, 1.869778, -3.337571]], "forces_ev_per_angstrom": [[-0.5, 0.4, -1.8], [-1.5, 0.1, -1.1], [-2.8, -2.2, -0.2], [-0.6, -0.2, 1.6], [-0.8, -1.5, -0.9], [0.0, -0.9, 1.8], [-0.7, 0.9, 2.1], [1.0, -1.5, -0.9], [1.2, -3.6, 2.0], [2.2, 1.5, 0.7], [-1.4, 0.3, 0.9], [2.7, 2.7, 1.9], [1.3, -1.2, -0.9], [-0.2, -0.9, 2.1], [3.3, -3.0, -1.2], [-0.1, 0.9, 0.3], [0.2, 0.9, 0.8], [-0.9, 1.6, -0.6], [0.2, 0.5, -1.4], [1.4, 1.3, -0.1], [0.1, 0.1, -1.8], [-2.7, 2.4, 1.1], [0.3, 0.1, -0.9], [0.2, 1.8, -1.2], [-1.1, -1.0, -1.6], [-0.9, -0.1, 0.3], [0.1, 0.6, -1.1]], "total_charge": 0, "e_lumo_ev": 0.28, "homo_ev": -8.57}

---

| no. | calculated total energy (hartree) |
| --- | --- |
| 1 | -459.311426 |
| 2 | -459.520984 |
| 3 | -534.808852 |
| 4 | -2102.091321 |
| 5 | -4305.171507 |
| 6 | -1255.787725 |
| 7 | -589.219160 |
| 8 | -568.440425 |
| 9 | -1365.381116 |